1.
This record from OMol25 describes C4H9NOS2 as an isolated structure. The level of theory is wB97M-V/def2-TZVPD.

Values from the calculation:
E_HOMO (hartree): -0.30604
Gap between HOMO and LUMO (eV): 5.967
Strongest force on any atom (eV Å⁻¹): 4.31
E (eV): -29495.5277

Cartesian coordinates (Å):
C -1.685 0.294 -1.258
C -0.587 -0.011 0.984
C 0.781 0.479 0.704
C 1.679 -0.478 -0.054
H -1.939 1.396 -1.374
H -0.828 0.347 -1.908
H -2.432 -0.204 -1.819
H -2.473 -0.697 0.491
H 1.164 0.731 1.745
H 0.274 2.335 0.308
H 2.060 0.411 -0.969
H 0.981 -1.143 -0.676
H 1.537 -3.078 0.415
N -1.654 -0.244 0.067
O 0.769 1.626 -0.223
S -0.532 -0.515 2.504
S 2.884 -1.251 1.063

2.
This record from OMol25 describes a 2-piece molecular cluster, CH3PS4 overall. The level of theory is wB97M-V/def2-TZVPD.

Values from the calculation:
E_HOMO (spin up / spin down) (hartree): -0.30881 / -0.30572
Gap between HOMO and LUMO (spin up / spin down) (eV): 6.543 / 6.112
Strongest force on any atom (eV Å⁻¹): 2.30
E (eV): -53713.1368

Cartesian coordinates (Å):
C -0.707 -1.943 -1.626
P -1.299 2.955 0.131
S -1.261 -1.178 -2.953
S -0.878 2.684 2.256
S 0.307 -0.144 0.081
S -0.316 1.425 -0.915
H -1.302 -1.744 -0.650
H 0.267 -2.582 -1.667
H -2.094 3.149 2.560